1.
ORCA calculation (ωB97M-V/def2-TZVPD) on C22H43ClNO11PS2 in the gas phase.

Output
Energy (a.u.): -3344.24502
Spin multiplicity: 1
SMILES: C=CC(=O)OCCCCCC[C@H](NCCCS(=O)(=O)O)[C@@](CCC)(COO)O[C@@](Cl)(CCCO)P(O)(O)=S
Frontier orbital gap (eV): 8.50
M (u): 628.14

Positions of all 81 atoms, in Å:
C1 4.954 -5.897 -0.960
C2 5.674 -5.420 0.070
C3 6.474 -4.165 -0.011
O1 7.423 -3.955 0.744
O2 6.134 -3.267 -0.985
C4 4.829 -2.689 -0.851
C5 4.758 -1.685 0.304
C6 3.800 -0.505 0.004
C7 2.570 -0.511 0.919
C8 1.977 0.897 0.993
C9 0.770 1.034 1.947
C10 -0.585 1.348 1.216
N1 -1.023 2.700 1.546
C11 -0.146 3.718 0.981
C12 -0.797 4.545 -0.124
C13 0.192 5.544 -0.724
S1 1.459 4.656 -1.619
O3 2.579 4.431 -0.744
O4 0.927 3.470 -2.216
O5 1.927 5.664 -2.755
C14 -1.637 0.274 1.514
C15 -1.112 -1.138 1.190
C16 -2.197 -2.228 1.365
C17 -2.321 -3.171 0.165
C18 -1.812 0.285 3.086
O6 -3.180 0.237 3.466
O7 -3.277 -0.722 4.529
O8 -2.959 0.482 1.024
C19 -3.230 0.811 -0.283
Cl1 -3.352 2.580 -0.576
C20 -2.358 0.215 -1.380
C21 -2.775 0.612 -2.814
C22 -2.724 -0.568 -3.794
O9 -3.695 -0.476 -4.818
P1 -5.024 0.116 -0.553
O10 -4.879 -1.244 -1.423
O11 -5.524 -0.323 0.922
S2 -6.304 1.345 -1.279
H1 4.127 -6.562 -0.756
H2 5.229 -5.635 -1.970
H3 5.713 -5.966 1.002
H4 4.078 -3.456 -0.687
H5 4.596 -2.198 -1.789
H6 4.370 -2.201 1.180
H7 5.761 -1.344 0.542
H8 4.350 0.411 0.199
H9 3.492 -0.501 -1.039
H10 2.913 -0.762 1.921
H11 1.834 -1.233 0.570
H12 2.768 1.534 1.387
H13 1.773 1.284 -0.004
H14 0.725 0.122 2.536
H15 0.981 1.834 2.648
H16 -0.307 1.388 0.165
H17 -1.069 2.861 2.539
H18 0.793 3.330 0.592
H19 0.132 4.412 1.778
H20 -1.698 5.056 0.195
H21 -1.027 3.855 -0.932
H22 -0.296 6.191 -1.448
H23 0.704 6.117 0.042
H24 2.873 5.483 -2.857
H25 -0.737 -1.188 0.168
H26 -0.292 -1.402 1.843
H27 -1.884 -2.865 2.191
H28 -3.155 -1.810 1.661
H29 -1.337 -3.508 -0.144
H30 -2.884 -2.733 -0.653
H31 -2.869 -4.055 0.489
H32 -1.358 -0.595 3.524
H33 -1.335 1.147 3.547
H34 -4.125 -1.149 4.369
H35 -1.301 0.438 -1.277
H36 -2.445 -0.865 -1.326
H37 -2.042 1.339 -3.153
H38 -3.745 1.100 -2.846
H39 -2.848 -1.509 -3.267
H40 -1.744 -0.558 -4.277
H41 -3.885 0.447 -4.990
H42 -5.039 -2.005 -0.854
H43 -5.327 -1.247 1.108

Let us look at the Mulliken charges, expressed in e, one per atom: C -0.638; C -0.206; C 0.588; O -0.565; O -0.415; C -0.540; C -0.715; C -0.718; C -0.591; C -0.787; C -1.019; C -0.522; N -0.069; C -0.181; C -0.664; C -1.018; S 1.188; O -0.656; O -0.572; O -0.464; C 1.556; C -1.131; C -0.392; C -1.356; C -1.549; O -0.193; O -0.442; O -0.816; C 0.941; Cl -0.144; C -0.282; C -1.246; C -0.378; O -0.562; P 0.608; O -0.490; O -0.512; S -0.417; H 0.293; H 0.310; H 0.371; H 0.355; H 0.350; H 0.306; H 0.439; H 0.383; H 0.453; H 0.365; H 0.047; H 0.522; H 0.189; H 0.886; H 0.455; H 0.552; H 0.501; H -0.260; H 0.440; H 0.440; H 0.272; H 0.517; H 0.396; H 0.389; H 0.511; H 0.721; H 0.447; H 0.001; H 0.327; H 0.098; H 0.446; H 0.500; H 0.505; H 0.312; H 0.673; H -0.824; H 0.489; H 0.575; H 0.223; H 0.303; H 0.351; H 0.390; H 0.349

2.
ORCA calculation (ωB97M-V/def2-TZVPD) on 7 unconnected molecules or ions with the total composition C22H43ClNO26S6.

Output
Energy (a.u.): -5724.30842
Charge: -1
Spin multiplicity: 1
Frontier orbital gap (eV): 7.24
M (u): 965.42

Positions of all 99 atoms, in Å:
C1 -3.852 0.516 -0.301
C2 -3.868 -1.054 -0.043
C3 -3.351 -1.889 -1.265
C4 -2.211 -2.946 -0.886
C5 -1.604 -3.629 -2.171
N1 -1.252 -2.520 0.117
C6 -0.167 -1.644 -0.217
Cl1 0.036 -0.510 1.250
C7 -0.291 -0.703 -1.452
C8 0.834 0.406 -1.556
C9 0.622 1.136 -2.969
C10 1.254 -2.380 -0.318
O1 1.383 -3.516 -0.792
O2 2.293 -1.778 0.158
H1 -4.905 0.853 -0.479
H2 -3.486 1.075 0.591
H3 -3.285 0.761 -1.226
H4 -3.346 -1.254 0.916
H5 -4.942 -1.325 0.131
H6 -4.221 -2.501 -1.625
H7 -3.038 -1.272 -2.140
H8 -2.801 -3.778 -0.411
H9 -0.716 -4.255 -1.950
H10 -1.465 -2.919 -3.017
H11 -2.402 -4.341 -2.518
H12 -1.601 -2.453 1.061
H13 -1.248 -0.123 -1.423
H14 -0.238 -1.232 -2.437
H15 0.737 1.190 -0.780
H16 1.849 -0.045 -1.616
H17 -0.364 0.815 -3.364
H18 0.695 2.239 -2.798
H19 1.455 0.842 -3.656
C11 1.122 -4.162 2.491
C12 2.220 -3.244 2.976
O3 2.038 -3.175 4.403
S1 1.458 -4.583 4.926
O4 2.544 -5.359 5.419
O5 0.288 -4.322 5.698
O6 1.018 -5.181 3.502
H20 0.165 -3.639 2.432
H21 1.351 -4.604 1.523
H22 2.158 -2.254 2.528
H23 3.207 -3.669 2.781
C13 -0.361 6.262 -4.059
C14 -1.730 6.321 -3.409
O7 -2.255 4.999 -3.531
S2 -1.032 3.941 -3.460
O8 -0.944 3.454 -2.128
O9 -1.114 3.090 -4.592
O10 0.175 4.992 -3.692
H24 -0.439 6.297 -5.149
H25 0.294 7.062 -3.717
H26 -2.390 7.039 -3.892
H27 -1.653 6.558 -2.345
C15 -7.319 4.386 -5.045
C16 -7.439 4.704 -3.567
O11 -6.252 4.169 -2.981
S3 -5.039 4.273 -4.043
O12 -4.282 5.436 -3.752
O13 -4.447 2.992 -4.173
O14 -5.937 4.568 -5.356
H28 -7.581 3.345 -5.248
H29 -7.936 5.041 -5.660
H30 -8.323 4.260 -3.116
H31 -7.446 5.784 -3.393
C17 5.440 -3.345 -0.930
C18 4.267 -3.807 -1.763
O15 4.560 -3.343 -3.093
S4 6.151 -3.355 -3.319
O16 6.505 -4.554 -4.002
O17 6.550 -2.071 -3.782
O18 6.589 -3.509 -1.777
H32 5.351 -2.287 -0.675
H33 5.554 -3.929 -0.018
H34 3.322 -3.401 -1.407
H35 4.207 -4.899 -1.793
C19 3.694 0.850 0.978
C20 3.798 0.961 2.483
O19 4.533 2.171 2.712
S5 4.189 3.226 1.542
O20 3.189 4.119 2.020
O21 5.414 3.685 0.981
O22 3.499 2.198 0.518
H36 4.623 0.473 0.544
H37 2.865 0.213 0.668
H38 4.309 0.110 2.929
H39 2.811 1.073 2.941
C21 0.860 -1.739 8.394
C22 1.170 -0.988 7.116
O23 0.357 0.189 7.173
S6 0.189 0.641 8.711
O24 1.137 1.664 8.988
O25 -1.196 0.791 8.987
O26 0.711 -0.724 9.394
H40 -0.085 -2.282 8.314
H41 1.652 -2.432 8.669
H42 0.943 -1.570 6.226
H43 2.217 -0.674 7.087

Let us look at the Mulliken charges, expressed in e, one per atom: C -0.909; C -0.392; C -0.912; C -0.204; C -1.540; N 0.107; C 1.270; Cl -0.247; C -1.172; C 0.413; C -1.240; C -0.267; O -0.786; O -0.442; H 0.321; H 0.228; H 0.085; H 0.151; H 0.501; H 0.496; H 0.383; H 0.541; H 0.253; H 0.260; H 0.529; H 0.470; H -0.131; H 0.186; H 0.332; H -0.038; H 0.420; H 0.128; H 0.329; C -0.067; C 0.336; O -0.262; S 1.084; O -0.587; O -0.560; O -0.383; H 0.177; H 0.263; H -0.177; H 0.129; C -0.405; C -0.406; O -0.097; S 1.056; O -0.470; O -0.579; O -0.350; H 0.297; H 0.304; H 0.312; H 0.289; C -0.333; C -0.360; O -0.325; S 1.306; O -0.563; O -0.548; O -0.336; H 0.295; H 0.307; H 0.316; H 0.275; C 0.022; C 0.297; O -0.290; S 1.087; O -0.576; O -0.542; O -0.401; H 0.158; H 0.270; H -0.273; H 0.228; C 0.953; C -0.352; O -0.391; S 1.094; O -0.555; O -0.569; O -0.222; H 0.036; H -0.696; H 0.293; H 0.378; C -0.293; C -0.077; O -0.257; S 1.075; O -0.549; O -0.538; O -0.341; H 0.334; H 0.307; H 0.095; H 0.235

3.
ORCA calculation (ωB97M-V/def2-TZVPD) on a molecular structure, C22H43DyN2OP3.

Output
Energy (a.u.): -2956.84161
Charge: +3
Spin multiplicity: 6
Frontier orbital gap (alpha / beta) (eV): 4.67 / 4.81
⟨S²⟩: 9.334
M (u): 607.02

Positions of all 72 atoms, in Å:
Dy1 -0.658 -1.165 1.326
P1 0.124 0.487 -0.963
P2 -2.669 -1.860 -0.617
P3 2.413 0.357 1.532
H1 -2.002 -3.683 1.215
C1 -1.574 -3.045 2.027
C2 -2.378 -1.984 2.519
H2 -3.394 -1.969 2.028
C3 1.047 -0.274 -2.367
C4 -1.242 1.331 -1.837
C5 1.219 1.968 -0.681
C6 -3.871 -3.314 -0.902
C7 -3.916 -0.498 -0.837
C8 -1.822 -2.102 -2.253
C9 2.921 -0.674 3.018
C10 3.427 1.898 1.828
C11 3.463 -0.429 0.225
H3 -0.775 -3.604 2.556
H4 -2.257 -1.392 3.484
H5 0.870 0.307 -3.284
H6 0.696 -1.296 -2.537
H7 2.120 -0.321 -2.150
H8 -0.862 2.170 -2.437
H9 -1.939 1.742 -1.097
H10 -1.799 0.669 -2.508
H11 0.968 2.781 -1.412
H12 2.295 1.685 -0.787
H13 1.047 2.373 0.355
H14 -4.215 -3.297 -1.964
H15 -4.766 -3.201 -0.246
H16 -3.427 -4.317 -0.704
H17 -4.879 -0.985 -1.150
H18 -3.641 0.284 -1.591
H19 -4.074 -0.007 0.150
H20 -2.468 -2.771 -2.905
H21 -0.829 -2.631 -2.034
H22 -1.623 -1.129 -2.817
H23 3.506 -0.049 3.768
H24 3.546 -1.529 2.662
H25 1.981 -1.059 3.526
H26 4.189 1.723 2.606
H27 2.771 2.730 2.150
H28 3.951 2.220 0.912
H29 4.423 -0.769 0.643
H30 3.663 0.277 -0.600
H31 2.964 -1.313 -0.183
C12 1.732 -4.065 0.818
C13 2.237 -5.041 -0.117
C14 2.994 -6.136 0.434
C15 3.252 -6.202 1.818
C16 2.725 -5.237 2.721
C17 1.925 -4.177 2.197
O1 1.097 -2.939 0.341
H32 1.510 -2.474 -0.736
H33 2.116 -4.837 -1.216
H34 3.467 -6.853 -0.290
H35 3.842 -7.065 2.191
H36 2.800 -5.283 3.849
H37 1.465 -3.340 2.809
N1 -3.314 4.653 2.880
C18 -2.817 3.433 2.632
C19 -1.427 3.175 2.591
C20 -0.918 1.903 2.375
N2 -1.807 0.875 1.939
C21 -3.161 1.064 2.079
C22 -3.692 2.337 2.385
H38 -2.725 5.443 2.953
H39 -4.325 4.796 2.870
H40 -0.692 4.010 2.794
H41 0.210 1.614 2.515
H42 -3.799 0.183 1.950
H43 -4.739 2.423 2.467

Let us look at the Mulliken charges, expressed in e, one per atom: Dy 0.139; P 0.973; P 0.691; P 0.935; H 0.057; C -0.603; C -0.246; H 0.432; C -1.650; C -1.383; C -1.233; C -1.465; C -0.969; C -0.988; C -1.105; C -1.160; C -1.267; H 0.657; H 0.422; H 0.456; H 0.374; H 0.510; H 0.552; H 0.327; H 0.421; H 0.606; H 0.329; H 0.135; H 0.487; H 0.433; H 0.457; H 0.469; H 0.410; H 0.140; H 0.517; H 0.024; H 0.343; H 0.446; H 0.367; H 0.114; H 0.449; H 0.350; H 0.413; H 0.553; H 0.525; H -0.054; C 0.679; C -0.435; C -0.532; C -0.501; C -0.923; C 0.367; O 0.047; H 0.159; H 0.305; H 0.379; H 0.400; H 0.373; H 0.021; N -0.415; C 1.063; C -0.569; C -0.331; N 0.407; C -0.792; C -1.185; H 0.218; H 0.238; H 0.330; H 0.084; H 0.775; H 0.448